*1*
The following is a DFT calculation (ωB97M-V/def2-TZVPD) of an isolated molecule of C6H14N2O.

Computed properties:
highest occupied orbital energy: -8.816 eV
orbital gap: 9.62 eV
SMILES: CN(N)C(=O)C(C)(C)C

```
! wB97M-V def2-TZVPD RIJCOSX def2/J DEFGRID3
* xyz 0 1
C 2.8721 -0.5401 -0.0988
N 1.6010 0.0600 0.1976
N 1.5063 1.4096 0.1361
C 0.3520 -0.7993 0.0704
O 0.4914 -2.0050 -0.0144
C -0.9891 -0.0944 0.1040
C -1.0903 0.6882 -1.2367
C -2.0388 -1.1240 -0.0915
C -1.3269 0.6082 1.3409
H 3.7603 0.1391 0.1655
H 2.7505 -1.4386 0.5273
H 3.0336 -0.9289 -1.0970
H 2.0712 1.8781 0.7842
H 1.4213 1.6761 -0.8171
H -2.0410 1.0979 -1.2610
H -0.9759 -0.0417 -2.1461
H -0.3252 1.4453 -1.3887
H -3.0015 -0.7878 0.0432
H -1.8244 -1.9564 0.7016
H -2.0067 -1.5052 -1.0513
H -1.3426 -0.0816 2.1585
H -0.5733 1.3026 1.6615
H -2.3237 0.9978 1.3120
*
```


*2*
The following is a DFT calculation (ωB97M-V/def2-TZVPD) of an isolated molecule of C6H14N2O.

Computed properties:
highest occupied orbital energy: -8.686 eV
orbital gap: 9.68 eV
SMILES: C=N[C@@H](O)N(C)C(C)C

```
! wB97M-V def2-TZVPD RIJCOSX def2/J DEFGRID3
* xyz 0 1
C 2.0849 2.2201 0.0872
N 1.1159 1.4301 -0.0006
C 0.5052 0.8544 1.1843
O -0.3312 1.8085 1.7879
N -0.2290 -0.2936 0.7743
C 0.4005 -1.5517 1.1022
C -0.7948 -0.0719 -0.7994
C -2.1899 -0.6750 -0.7418
C 0.1148 -0.7900 -1.7792
H 2.5501 2.4595 1.0496
H 2.4607 2.6858 -0.8156
H 1.2984 0.5859 1.9166
H -1.1592 1.3669 2.0122
H -0.2641 -2.3653 0.8144
H 0.5519 -1.6251 2.1843
H 1.3838 -1.6749 0.6228
H -0.9097 0.9689 -1.1064
H -2.6838 -0.5370 -1.7055
H -2.7847 -0.1643 0.0129
H -2.1432 -1.7332 -0.4976
H 1.1155 -0.3631 -1.7622
H 0.1872 -1.8504 -1.5495
H -0.2795 -0.6846 -2.7909
*
```


*3*
The following is a DFT calculation (ωB97M-V/def2-TZVPD) of C6H14N2O as an isolated structure.

Computed properties:
highest occupied orbital energy (spin up / spin down): -7.525 / -7.525 eV
orbital gap (spin up / spin down): 7.73 / 7.73 eV

```
! wB97M-V def2-TZVPD RIJCOSX def2/J DEFGRID3
* xyz 0 1
C -0.1627 -2.5664 -0.0926
C 0.8553 -0.4859 1.1486
O -0.4023 -1.3779 0.6386
N 2.0611 -0.7928 0.8513
H 2.2096 -0.9792 -0.1403
H 0.6243 -0.3216 2.1990
H -1.0406 -2.7584 -0.7151
H -0.0200 -3.4264 0.5696
H 0.7198 -2.4642 -0.7343
C 0.1184 2.1231 1.2689
C -1.5364 0.1301 -1.5395
C 0.1235 1.0498 0.1978
N 1.0197 1.3636 -0.8796
C -1.1072 0.4525 -0.1528
H 1.9496 1.5379 -0.5116
H 1.0652 0.6427 -1.5897
H -1.8970 0.5055 0.5845
H -0.2865 3.0596 0.8819
H 1.1313 2.2922 1.6431
H -0.4862 1.8120 2.1222
H -1.6740 1.0606 -2.1017
H -2.4775 -0.4176 -1.5566
H -0.7875 -0.4392 -2.0916
*
```


*4*
The following is a DFT calculation (ωB97M-V/def2-TZVPD) of a 2-piece molecular cluster, C6H14N2O overall.

Computed properties:
highest occupied orbital energy: -6.303 eV
orbital gap: 7.10 eV
SMILES: C=C(C)NC.N/C=C\O

```
! wB97M-V def2-TZVPD RIJCOSX def2/J DEFGRID3
* xyz 0 1
C -1.6970 -0.9124 -0.1129
C -0.7715 0.0675 -0.4077
C -1.0349 0.8745 -1.6646
N -0.2253 0.8492 0.7191
C -0.7083 0.6799 2.0855
H -1.9546 -1.2338 0.8829
H -2.4923 -1.1542 -0.8005
H -0.3796 1.7414 -1.7752
H -0.8868 0.2155 -2.5215
H -2.0796 1.1824 -1.7295
H -0.2137 1.8352 0.4661
H -1.7477 0.9940 2.1957
H -0.0314 1.2284 2.7405
H -0.6419 -0.3641 2.3832
N 1.3996 -1.4996 -1.1498
C 1.5396 -0.1313 -0.7851
C 1.8790 0.1701 0.5550
O 1.8225 -0.8011 1.4836
H 0.5566 -2.0330 -0.9217
H 1.9186 -1.7408 -1.9835
H 2.0118 0.4920 -1.5376
H 2.5269 0.9979 0.8124
H 1.2098 -1.4577 1.0657
*
```


Relative energies, in hartree, with the most stable structure set to zero: *1* 0.0111; *2* 0.0000; *3* 0.0833; *4* 0.1036.


*1*
The following is a DFT calculation (ωB97M-V/def2-TZVPD) of a 2-piece molecular cluster, C2H3N2P overall.

Computed properties:
highest occupied orbital energy (spin up / spin down): -7.465 / -7.464 eV
orbital gap (spin up / spin down): 7.59 / 7.59 eV

```
! wB97M-V def2-TZVPD RIJCOSX def2/J DEFGRID3
* xyz 0 1
C 0.8092 -0.0917 0.6069
C -3.3602 -0.1351 -1.2056
N 1.9600 0.3592 0.5785
N -2.7321 -0.8903 -0.6230
P 3.3245 0.8658 1.1965
H 0.0211 -0.3505 -0.0634
H -3.7323 0.6008 -1.9086
H 3.7098 -0.3581 1.4187
*
```


*2*
The following is a DFT calculation (ωB97M-V/def2-TZVPD) of a 2-piece molecular cluster, C2H3N2P overall.

Computed properties:
highest occupied orbital energy: -7.159 eV
orbital gap: 7.87 eV

```
! wB97M-V def2-TZVPD RIJCOSX def2/J DEFGRID3
* xyz 0 1
C -0.4517 1.3533 0.2471
C 2.2928 -1.0623 -0.0613
N -1.2900 0.5026 0.3011
N 1.7738 -0.1364 0.3560
P -2.1076 -0.7884 0.2004
H -0.1351 2.3773 0.5736
H 2.7244 -1.8326 -0.6467
H -2.8066 -0.4136 -0.9703
*
```


Relative energies, in hartree, with the most stable structure set to zero: *1* 0.0050; *2* 0.0000.


*1*
The following is a DFT calculation (ωB97M-V/def2-TZVPD) of an isolated molecule of C2H7NO.

Computed properties:
highest occupied orbital energy: -9.490 eV
orbital gap: 10.32 eV
SMILES: NCCO

```
! wB97M-V def2-TZVPD RIJCOSX def2/J DEFGRID3
* xyz 0 1
N 1.4593 -0.7367 -0.0540
C 0.6478 0.4998 0.1945
C -0.8681 0.4279 -0.1858
O -1.5094 -0.8332 -0.0357
H 1.4453 -1.0112 -1.1059
H 0.9102 -1.5103 0.3833
H 1.0362 1.3948 -0.4867
H 0.7834 0.7249 1.3171
H -0.8683 0.6744 -1.2540
H -1.4262 1.2803 0.2800
H -1.6102 -0.9106 0.9471
*
```


*2*
The following is a DFT calculation (ωB97M-V/def2-TZVPD) of a 2-piece molecular cluster, C2H7NO overall.

Computed properties:
highest occupied orbital energy: -8.449 eV
orbital gap: 9.19 eV
SMILES: C=CN.O

```
! wB97M-V def2-TZVPD RIJCOSX def2/J DEFGRID3
* xyz 0 1
C -0.6226 -0.6841 -0.8794
C -1.3326 0.2284 -0.1883
N -0.8832 0.9937 0.9208
H 0.4595 -0.7608 -1.1930
H -1.1877 -1.3001 -1.5551
H -2.3686 0.2948 -0.4968
H -0.0806 0.5592 1.4000
H -1.6627 1.1720 1.5929
O 2.6706 -0.0751 -0.2471
H 3.1726 -0.5869 0.3839
H 1.8353 0.1589 0.2621
*
```


*3*
The following is a DFT calculation (ωB97M-V/def2-TZVPD) of a 2-piece molecular cluster, C2H7NO overall.

Computed properties:
highest occupied orbital energy: -8.180 eV
orbital gap: 9.07 eV
SMILES: C=CN.O

```
! wB97M-V def2-TZVPD RIJCOSX def2/J DEFGRID3
* xyz 0 1
C 1.4258 0.5740 1.3544
C 0.8331 -0.6200 0.8787
N -0.4739 -0.7610 0.5381
H 1.0895 1.4981 1.5194
H 2.4570 0.4228 1.5733
H 1.4964 -1.3735 0.5964
H -1.0798 0.0158 0.6970
H -0.9200 -1.6441 0.3369
O -1.4231 0.6620 -2.2507
H -0.7373 1.3110 -2.3257
H -1.1578 0.0774 -1.5570
*
```


*4*
The following is a DFT calculation (ωB97M-V/def2-TZVPD) of a 2-piece molecular cluster, C2H7NO overall.

Computed properties:
highest occupied orbital energy: -8.720 eV
orbital gap: 9.55 eV
SMILES: C=CO.N

```
! wB97M-V def2-TZVPD RIJCOSX def2/J DEFGRID3
* xyz 0 1
C -2.1537 -2.4100 -0.4994
C -0.8573 -2.3058 -0.1593
O -0.0644 -1.3412 -0.7131
H -2.9491 -2.4557 0.2294
H -2.4263 -2.1506 -1.5175
H -0.2904 -2.8962 0.5485
H -0.6425 -0.6135 -0.9622
N 2.1422 3.5471 0.8391
H 2.4758 4.4669 0.5949
H 2.6159 3.1678 1.6398
H 2.1498 2.9913 -0.0001
*
```


Relative energies, in hartree, with the most stable structure set to zero: *1* 0.0000; *2* 0.0140; *3* 0.0078; *4* 0.0317.


*1*
The following is a DFT calculation (ωB97M-V/def2-TZVPD) of a 2-piece molecular cluster, C3H12N2O2 overall.

Computed properties:
highest occupied orbital energy: -8.875 eV
orbital gap: 9.32 eV
SMILES: NCNCCO.O

```
! wB97M-V def2-TZVPD RIJCOSX def2/J DEFGRID3
* xyz 0 1
N -0.2470 0.5607 -2.5108
C 0.5563 -0.6468 -2.3154
N 1.3787 -0.5558 -1.1005
C 0.6569 -1.0205 0.0975
C 0.7069 0.0599 1.2185
O -0.2202 1.0766 0.9415
H 0.3909 1.3360 -2.6651
H -0.7218 0.7574 -1.6518
H -0.1473 -1.4775 -2.3717
H 1.2624 -0.6795 -3.1471
H 2.1731 -1.1869 -1.1734
H -0.4156 -0.9734 -0.1031
H 0.9644 -1.9886 0.4933
H 0.5415 -0.3429 2.2317
H 1.6768 0.5667 1.2714
H -1.0487 1.2194 1.4326
O -2.2389 0.5366 2.9019
H -2.7539 0.7306 3.7148
H -2.1665 -0.4105 2.8565
*
```


*2*
The following is a DFT calculation (ωB97M-V/def2-TZVPD) of a 3-piece molecular cluster, C3H12N2O2 overall.

Computed properties:
highest occupied orbital energy: -8.811 eV
orbital gap: 9.49 eV
SMILES: [H]/N=C/NCC.O.O

```
! wB97M-V def2-TZVPD RIJCOSX def2/J DEFGRID3
* xyz 0 1
H -1.9285 1.7552 -0.5224
N -1.6245 0.8037 -0.3417
C -0.3790 0.6066 -0.6192
N 0.0227 -0.2242 -1.5989
C 1.3042 -0.9264 -1.5746
C 1.3173 -2.0718 -0.5384
H 0.4943 1.1842 -0.2606
H -0.6978 -0.5264 -2.2364
H 2.0800 -0.1798 -1.3788
H 1.4807 -1.3573 -2.5515
H 0.3545 -2.5356 -0.3862
H 1.7094 -1.6600 0.3855
H 2.0311 -2.8432 -0.8356
O -1.7391 -1.3624 1.6736
H -1.6884 -0.4659 1.3096
H -2.0978 -1.8926 0.9561
O 0.9627 3.0955 2.0789
H 0.3461 2.4330 2.4109
H 1.8304 2.6837 2.0164
*
```


Relative energies, in hartree, with the most stable structure set to zero: *1* 0.0000; *2* 0.0088.


*1*
The following is a DFT calculation (ωB97M-V/def2-TZVPD) of a 3-piece molecular cluster, C3H12N2O2 overall.

Computed properties:
highest occupied orbital energy: -9.345 eV
orbital gap: 10.31 eV
SMILES: [H]/N=C/NCC.O.O

```
! wB97M-V def2-TZVPD RIJCOSX def2/J DEFGRID3
* xyz 0 1
H 0.3238 0.5891 -3.3521
N 0.5888 0.5604 -2.3791
C -0.3778 -0.0131 -1.7440
N -0.7256 0.0680 -0.4349
C -1.4212 -1.1138 0.0954
C -2.0108 -0.8986 1.4958
H -1.2027 -0.3840 -2.3681
H -0.0024 0.3929 0.2051
H -0.6969 -1.9358 0.1464
H -2.2273 -1.3375 -0.6047
H -1.3100 -0.3073 2.0837
H -2.3641 -1.8051 1.9696
H -2.8778 -0.2441 1.3272
O 2.1140 1.1408 -0.1670
H 1.6988 0.8516 -1.0076
H 2.3974 2.0423 -0.1407
O 1.1121 -0.0429 2.2717
H 1.3707 0.5356 2.9941
H 1.6855 0.1870 1.5142
*
```


*2*
The following is a DFT calculation (ωB97M-V/def2-TZVPD) of a 3-piece molecular cluster, C3H12N2O2 overall.

Computed properties:
highest occupied orbital energy: -7.474 eV
orbital gap: 8.10 eV
SMILES: C/C(N)=C/N.O.O

```
! wB97M-V def2-TZVPD RIJCOSX def2/J DEFGRID3
* xyz 0 1
C 2.5645 -0.5029 -0.3627
C 1.3382 0.5027 -0.1811
N 1.1965 1.6272 -1.1375
C 0.7985 0.5965 1.0057
N 0.0980 1.7368 1.4374
H 2.4422 -0.7731 -1.4351
H 3.5260 0.0980 -0.2472
H 2.5360 -1.3092 0.4954
H 0.9973 1.4504 -2.0735
H 0.8736 2.5811 -0.7405
H 0.9202 -0.2531 1.7077
H 0.1661 2.0381 2.4152
H -0.0316 2.6412 0.7686
O -2.1673 -3.1666 0.9417
H -2.6266 -3.5415 1.6920
H -2.2747 -2.1946 0.9010
O -2.5959 -0.2571 -1.6803
H -2.1355 0.0272 -0.8947
H -3.5556 -0.5010 -1.5510
*
```


Relative energies, in hartree, with the most stable structure set to zero: *1* 0.0000; *2* 0.0766.


*1*
The following is a DFT calculation (ωB97M-V/def2-TZVPD) of a 3-piece molecular cluster, C3H12N2O2 overall.

Computed properties:
highest occupied orbital energy: -9.199 eV
orbital gap: 9.55 eV
SMILES: CC/N=C\N.O.O

```
! wB97M-V def2-TZVPD RIJCOSX def2/J DEFGRID3
* xyz 0 1
C -0.4965 0.2177 -1.9827
C 0.1148 0.0534 -0.6070
N -0.8996 0.2204 0.4274
C -0.4939 0.2536 1.6282
N 0.8021 0.1864 2.0734
H -1.2827 -0.5206 -2.1364
H -0.9337 1.2092 -2.0810
H 0.2511 0.1035 -2.7702
H 0.5745 -0.9334 -0.5213
H 0.9260 0.7790 -0.4585
H -1.2302 0.4023 2.4164
H 1.5058 -0.2793 1.5167
H 0.9091 0.0518 3.0638
O 3.1618 -1.2065 0.6754
H 3.9129 -0.7233 0.3062
H 3.2069 -2.0666 0.2451
O -3.5234 1.0734 -0.4748
H -2.6475 0.7313 -0.1986
H -3.8574 0.4476 -1.1221
*
```


*2*
The following is a DFT calculation (ωB97M-V/def2-TZVPD) of a 2-piece molecular cluster, C3H12N2O2 overall.

Computed properties:
highest occupied orbital energy: -7.763 eV
orbital gap: 8.39 eV
SMILES: CCON.CON

```
! wB97M-V def2-TZVPD RIJCOSX def2/J DEFGRID3
* xyz 0 1
C 1.9907 -1.1875 0.4909
C 1.0446 -1.1733 -0.7007
O 1.3979 -0.1781 -1.6606
N 1.2812 1.1165 -1.1156
H 3.0173 -1.3009 0.1526
H 1.7496 -2.0312 1.1340
H 1.9094 -0.2637 1.0569
H 0.0056 -1.0311 -0.3715
H 1.1034 -2.1024 -1.2694
H 0.1018 1.3337 -0.9838
H 1.6934 1.7023 -1.8378
C -2.0263 0.1479 1.5890
O -2.1878 0.0841 0.2048
N -1.4364 1.3211 -0.5905
H -0.9707 0.1074 1.8894
H -2.5457 -0.7225 2.0028
H -2.4817 1.0582 2.0063
H -1.6549 0.9523 -1.5070
H -1.9913 2.1670 -0.4897
*
```


Relative energies, in hartree, with the most stable structure set to zero: *1* 0.0000; *2* 0.1982.


*1*
The following is a DFT calculation (ωB97M-V/def2-TZVPD) of C16H21FIrN4O2S4 as an isolated structure.

Computed properties:
highest occupied orbital energy (spin up / spin down): -14.453 / -14.444 eV
<S²>: 0.784
orbital gap (spin up / spin down): 9.14 / 5.63 eV

```
! wB97M-V def2-TZVPD RIJCOSX def2/J DEFGRID3
* xyz 2 2
Ir -0.2993 0.6580 -1.2888
C -2.8160 -1.2346 -1.7488
C -2.7294 -0.5083 -3.0793
S -1.7904 1.0555 -2.9199
C -0.7102 1.0366 -4.3821
C 0.2516 -0.1359 -4.4008
S 1.1661 -0.2447 -2.8187
C 1.0692 -2.0142 -2.4252
C -0.3370 -2.5062 -2.1447
S -1.2060 -1.4439 -0.9242
H -3.2784 -2.2141 -1.8714
H -3.4122 -0.6738 -1.0274
H -3.7253 -0.2418 -3.4317
H -2.2600 -1.1201 -3.8465
H -0.1784 1.9866 -4.3044
H -1.3378 1.0599 -5.2730
H 0.9942 0.0090 -5.1844
H -0.2523 -1.0822 -4.5896
H 1.7123 -2.1124 -1.5502
H 1.5260 -2.5743 -3.2415
H -0.3077 -3.5115 -1.7263
H -0.9305 -2.5491 -3.0559
N 3.8528 -2.0153 5.6278
C 3.1940 -1.3979 4.6625
C 2.7701 -0.0416 4.8365
C 2.0957 0.5820 3.8352
C 1.8197 -0.1120 2.6371
C 2.2254 -1.4428 2.4486
C 2.9038 -2.0880 3.4400
S 0.8979 0.7867 1.4168
O 1.3023 2.1547 1.5197
O 1.2912 0.1556 0.1095
N -0.5618 0.4335 1.7962
C -1.4084 1.4747 1.4323
N -1.5100 1.7410 0.0976
C -2.1775 2.8472 -0.2674
C -2.8395 3.6189 0.6554
C -2.7699 3.2030 1.9769
N -2.0517 2.1556 2.3589
H 4.0704 -1.5485 6.4978
H 4.1650 -2.9713 5.5285
H 2.9938 0.4717 5.7630
H 1.7689 1.6087 3.9333
H 2.0014 -1.9401 1.5161
H 3.2350 -3.1114 3.3188
H -2.1746 3.1019 -1.3162
H -3.3861 4.5001 0.3573
H -3.2787 3.7475 2.7637
F 0.4225 2.4477 -1.7112
*
```


*2*
The following is a DFT calculation (ωB97M-V/def2-TZVPD) of C16H21FIrN4O2S4 as an isolated structure.

Computed properties:
highest occupied orbital energy (spin up / spin down): -11.900 / -11.845 eV
<S²>: 0.759
orbital gap (spin up / spin down): 2.59 / 2.50 eV

```
! wB97M-V def2-TZVPD RIJCOSX def2/J DEFGRID3
* xyz 2 2
Ir -0.0518 0.1254 -0.0041
C 0.5592 1.7801 2.6263
C 0.1072 2.9389 1.7562
S 0.2715 2.5110 -0.0194
C -1.3215 3.0468 -0.7102
C -2.5312 2.3057 -0.1669
S -2.3305 0.4848 -0.2350
C -2.9042 0.0009 1.4306
C -2.0332 0.5816 2.5311
S -0.2632 0.2108 2.2105
H 0.4151 1.9741 3.6896
H 1.6140 1.5479 2.4644
H 0.7379 3.8043 1.9543
H -0.9222 3.2289 1.9592
H -1.2066 2.8866 -1.7833
H -1.4326 4.1202 -0.5554
H -3.4100 2.5418 -0.7666
H -2.7523 2.5898 0.8600
H -2.8523 -1.0887 1.4170
H -3.9491 0.2813 1.5594
H -2.2676 0.1183 3.4891
H -2.1611 1.6561 2.6417
N -0.8773 -1.9555 -9.5384
C -0.8529 -1.9921 -8.1896
C -0.7443 -3.2248 -7.5119
C -0.7066 -3.2628 -6.1410
C -0.7628 -2.0665 -5.4247
C -0.8884 -0.8417 -6.0677
C -0.9364 -0.8007 -7.4409
S -0.5968 -2.1486 -3.6522
O -1.3544 -3.3038 -3.2159
O 0.8179 -1.9970 -3.3324
N -0.1856 -1.6921 -0.4903
C 0.4464 -2.7459 0.0414
N 1.0390 -2.6440 1.2591
C 1.7228 -3.6909 1.6638
C 1.8321 -4.8453 0.8764
C 1.1487 -4.8783 -0.3409
N 0.4477 -3.8442 -0.7568
H -0.8184 -2.7972 -10.0840
H -0.9561 -1.0874 -10.0378
H -0.6949 -4.1418 -8.0859
H -0.6396 -4.2064 -5.6165
H -0.9450 0.0760 -5.4954
H -1.0365 0.1443 -7.9599
H 2.2024 -3.6254 2.6331
H 2.4171 -5.6920 1.2117
H 1.1653 -5.7545 -0.9780
F 1.8817 -0.0506 0.0437
*
```


Relative energies, in hartree, with the most stable structure set to zero: *1* 0.0000; *2* 0.1743.